{
  "formula": "C42H74AlBF2LiN5O6",
  "method": "the ωB97M-V functional and the def2-TZVPD basis",
  "s2": 1.76,
  "e_homo_ev": [-12.75, -13.30],
  "spin_multiplicity": 2,
  "homo_lumo_gap_ev": [2.889, 2.432],
  "total_charge": 3,
  "e_tot_ev": -77358.7197,
  "symbols": ["C", "C", "C", "C", "C", "C", "C", "C", "C", "C", "C", "C", "C", "C", "C", "C", "N", "C", "N", "C", "C", "C", "N", "N", "C", "O", "B", "O", "O", "H", "H", "H", "H", "H", "H", "H", "H", "H", "H", "H", "H", "H", "H", "H", "H", "H", "H", "H", "H", "H", "H", "H", "H", "H", "H", "H", "H", "H", "H", "H", "H", "H", "H", "H", "H", "H", "H", "H", "H", "H", "H", "H", "H", "H", "H", "F", "Li", "C", "C", "C", "C", "C", "C", "H", "H", "H", "H", "H", "H", "C", "C", "C", "C", "C", "C", "N", "O", "C", "C", "C", "H", "H", "H", "H", "H", "H", "H", "H", "H", "H", "H", "H", "H", "H", "H", "H", "H", "H", "C", "C", "C", "O", "C", "C", "C", "O", "H", "H", "H", "H", "F", "Al"],
  "coordinates": [[-1.8579, -0.8850, -1.1308], [-0.7643, -2.1077, -0.8070], [-1.5607, -3.5226, -0.4255], [-0.5675, -4.5993, 0.3561], [0.1503, -5.5137, -0.8008], [1.7690, -5.7127, -0.6253], [2.5981, -4.3553, -0.2252], [3.0003, -4.5292, 1.3890], [3.8324, -3.2220, 1.9302], [2.8843, -2.0448, 2.5795], [2.2255, -2.4881, 4.0494], [1.3077, -1.2409, 4.5893], [-0.2920, -1.3544, 4.1878], [-1.0655, 0.1020, 4.1364], [-1.1748, 0.6676, 2.5843], [0.1087, 1.5843, 2.1172], [0.7248, 2.5593, 3.1219], [1.7010, 3.3138, 2.1955], [3.0634, 3.4644, 2.2995], [3.8580, 4.2380, 1.2500], [4.2032, 3.2372, -0.0283], [5.7070, 2.5878, 0.0429], [6.8157, 3.6328, 0.0937], [0.7226, 3.8274, 1.1357], [-0.0533, 2.5629, 0.7946], [0.4310, 1.7042, -0.3062], [0.1499, 2.3185, -1.6273], [1.0885, 3.3734, -2.1358], [-1.0537, 1.9642, -2.4494], [-2.9377, -1.2524, -0.8238], [-1.6372, 0.0569, -0.4332], [-1.7857, -0.5391, -2.2548], [-0.1630, -1.7661, 0.1399], [-0.0937, -2.3261, -1.7426], [-2.4612, -3.2804, 0.3190], [-2.0380, -4.0352, -1.3826], [0.1636, -4.0837, 1.1106], [-1.2857, -5.2857, 1.0159], [-0.1663, -5.1478, -1.8898], [-0.3279, -6.6035, -0.7045], [2.0123, -6.5858, 0.1237], [2.1814, -6.0531, -1.6906], [3.6438, -4.2634, -0.7870], [1.9715, -3.3537, -0.3213], [3.6280, -5.5336, 1.5253], [2.0285, -4.6938, 2.0626], [4.4245, -2.7684, 1.0013], [4.5532, -3.5836, 2.7943], [2.0555, -1.6323, 1.8337], [3.6112, -1.1331, 2.8307], [1.5973, -3.4686, 3.8617], [3.1229, -2.7527, 4.7906], [1.4272, -1.1608, 5.7721], [1.7861, -0.2375, 4.1592], [-0.8536, -1.9864, 5.0307], [-0.4238, -1.9533, 3.1743], [-0.4828, 0.8919, 4.7768], [-2.1483, -0.0032, 4.5875], [-1.1868, -0.2797, 1.8592], [-2.1984, 1.2626, 2.4592], [0.9652, 0.8401, 1.7828], [-0.0532, 3.2855, 3.1493], [3.5620, 3.0187, 3.1023], [4.8634, 4.6380, 1.7430], [3.1745, 5.1289, 0.8852], [3.4142, 2.3543, -0.0151], [4.0833, 3.7691, -1.0775], [5.9120, 1.8957, -0.9051], [5.8411, 1.8950, 0.9920], [6.6424, 4.3745, -0.6373], [6.8802, 4.0490, 1.0491], [1.1888, 4.3342, 0.3520], [-1.1557, 2.8561, 0.5128], [0.8716, 3.5534, -3.1008], [-0.6606, 1.5345, -3.2857], [6.0305, -2.7953, 2.1933], [4.4615, 3.0310, 4.2294], [-0.8608, 2.8016, 8.8542], [-0.9431, 1.8534, 9.8735], [-0.2803, 0.6330, 9.7468], [0.4736, 0.3646, 8.6040], [0.5589, 1.3144, 7.5864], [-0.1115, 2.5311, 7.7090], [-1.3803, 3.7513, 8.9518], [-1.5250, 2.0654, 10.7670], [-0.3501, -0.1083, 10.5382], [0.9942, -0.5845, 8.5072], [1.1478, 1.1057, 6.6966], [-0.0493, 3.2686, 6.9136], [-7.6469, 2.6818, -4.2483], [-6.6687, 2.5828, -5.4524], [-6.1270, 1.1339, -5.5485], [-5.1527, 0.7966, -4.4249], [-4.0149, 1.8082, -4.3663], [-4.4695, 3.2924, -4.3489], [-5.5686, 3.5969, -5.3269], [-4.9773, 3.7351, -6.5948], [-4.9345, 3.6969, -2.9245], [-3.1882, 4.1703, -4.5648], [-7.5962, 2.8545, -6.6821], [-8.5817, 2.1450, -4.4548], [-7.2660, 2.2334, -3.3322], [-7.9143, 3.7243, -4.0391], [-5.6235, 0.9780, -6.5119], [-6.9588, 0.4143, -5.5262], [-5.6692, 0.7522, -3.4607], [-4.7386, -0.2046, -4.5930], [-3.3980, 1.5937, -3.4851], [-3.3690, 1.6339, -5.2390], [-5.3448, 4.7148, -2.9211], [-4.0952, 3.6898, -2.2182], [-5.6756, 3.0269, -2.4953], [-2.6508, 3.9083, -5.4839], [-2.4721, 4.0308, -3.7458], [-3.4371, 5.2382, -4.6041], [-8.0212, 3.8635, -6.6390], [-8.4349, 2.1462, -6.7068], [-7.0796, 2.7408, -7.6420], [5.5594, -5.0052, -5.2765], [4.9472, -5.2690, -6.4349], [3.4894, -5.0940, -6.5881], [2.9279, -5.3371, -7.6474], [2.7350, -4.6151, -5.4128], [3.3473, -4.3513, -4.2544], [4.8050, -4.5262, -4.1012], [5.3665, -4.2831, -3.0418], [6.6276, -5.1288, -5.1470], [5.4866, -5.6203, -7.3063], [1.6668, -4.4914, -5.5423], [2.8078, -4.0000, -3.3829], [3.4019, -0.6004, 5.2373], [-1.7577, -1.4263, 9.2715]],
  "lowdin_charge": [-0.121, -0.234, -0.221, -0.214, -0.205, -0.204, -0.197, -0.190, -0.212, -0.196, -0.200, -0.227, -0.156, -0.183, -0.105, -0.209, 0.056, -0.094, 0.051, -0.114, -0.155, -0.264, -0.032, 0.169, -0.219, 0.021, -0.481, 0.061, 0.044, 0.088, 0.049, 0.076, 0.072, 0.109, 0.109, 0.126, 0.076, 0.119, 0.116, 0.125, 0.120, 0.115, 0.115, 0.102, 0.137, 0.102, 0.133, 0.131, 0.107, 0.095, 0.118, 0.129, 0.107, 0.101, 0.127, 0.123, 0.083, 0.125, 0.119, 0.143, 0.162, 0.150, 0.081, 0.140, 0.155, 0.122, 0.143, 0.150, 0.118, 0.099, 0.054, 0.136, 0.201, 0.134, 0.148, -0.141, 0.880, -0.035, -0.054, -0.294, -0.166, -0.080, -0.055, 0.126, 0.131, 0.046, 0.107, 0.087, 0.108, -0.043, -0.477, -0.134, -0.190, -0.145, -0.466, -0.023, -0.017, -0.042, -0.048, -0.039, 0.090, 0.051, 0.096, 0.127, 0.129, 0.102, 0.113, 0.094, 0.124, 0.096, 0.071, 0.057, 0.077, 0.057, 0.092, 0.091, 0.088, 0.079, 0.025, 0.033, -0.376, 0.120, 0.026, 0.006, -0.387, 0.079, 0.126, 0.130, 0.122, 0.101, -0.092, 1.062]
}